*w*
{"formula": "C5H12N2", "method": "ωB97M-V/def2-TZVPD", "charge": 0, "species": ["C", "H", "H", "C", "H", "H", "N", "H", "C", "C", "H", "H", "H", "C", "H", "N", "H", "H", "H"], "xyz": [[0.622, 0.076, 2.166], [1.613, 0.006, 2.374], [1.607, 2.167, 0.667], [0.095, 0.824, 1.171], [-1.638, 0.585, -0.070], [0.274, -2.039, -3.052], [0.098, -0.926, -1.382], [1.417, 1.024, -0.546], [0.887, 1.640, 0.169], [-1.325, 0.889, 0.894], [-1.673, 2.045, 0.840], [-0.836, -2.921, -1.058], [-0.712, -1.709, 0.340], [-0.461, -1.832, -0.700], [0.050, -0.488, 2.794], [0.423, -1.123, -2.670], [1.372, -0.846, -2.957], [-2.083, 0.305, 1.463], [0.269, 2.325, -0.443]], "nbo_charge": [-0.426, 0.185, 0.211, 0.045, 0.232, 0.330, -0.235, 0.234, -0.644, -0.656, 0.208, 0.130, 0.191, -0.147, 0.183, -0.632, 0.368, 0.215, 0.210]}

=====

*x*
{"formula": "C5H12N2", "method": "ωB97M-V/def2-TZVPD", "charge": 0, "species": ["C", "C", "H", "H", "H", "H", "C", "C", "N", "H", "H", "H", "H", "H", "H", "N", "H", "C", "H"], "xyz": [[1.706, 1.352, -0.643], [1.175, 0.482, 0.443], [1.107, 1.113, -1.527], [1.653, -1.521, 0.582], [-1.520, -0.649, 1.747], [2.112, -0.618, 1.867], [-1.792, 0.738, -0.711], [2.131, -0.587, 0.756], [-1.219, -0.702, -0.331], [-3.062, -0.876, 0.824], [-2.689, 0.462, -1.362], [3.124, -0.697, 0.219], [-1.589, -2.307, 0.879], [1.514, 2.372, -0.529], [2.808, 1.387, -0.865], [-0.431, -1.309, -1.011], [-1.254, 1.383, -1.473], [-1.968, -1.220, 0.877], [-1.807, 1.196, 0.256]], "nbo_charge": [-0.806, 0.177, 0.280, 0.285, 0.224, 0.266, -0.505, -0.822, -0.053, 0.223, 0.217, 0.188, 0.246, 0.232, 0.183, -0.278, 0.221, -0.499, 0.220]}

=====

*y*
{"formula": "C5H12N2", "method": "ωB97M-V/def2-TZVPD", "charge": 0, "species": ["H", "C", "C", "H", "H", "C", "C", "H", "H", "H", "H", "N", "H", "H", "H", "H", "C", "H", "N"], "xyz": [[1.906, -0.406, 1.614], [1.063, -0.786, 2.192], [0.053, 0.120, -1.967], [0.161, -2.591, 1.708], [2.031, -0.508, -2.258], [-2.198, 1.098, -1.910], [-0.892, 1.212, -1.723], [-2.897, 1.918, -1.833], [0.106, 1.014, 2.162], [-0.380, -0.862, -2.120], [-0.486, -0.025, 3.272], [0.254, -1.661, 1.321], [1.801, 1.261, -1.753], [-0.681, -1.297, 1.192], [1.507, -1.417, 2.966], [-2.633, 0.139, -2.172], [1.364, 0.306, -2.007], [-0.448, 2.181, -1.518], [0.367, 0.303, 2.834]], "nbo_charge": [0.172, -0.053, -0.216, 0.356, 0.203, -0.378, -0.220, 0.200, 0.355, 0.204, 0.350, -0.864, 0.189, 0.354, 0.165, 0.188, -0.370, 0.198, -0.834]}

=====

*z*
{"formula": "C5H12N2", "method": "ωB97M-V/def2-TZVPD", "charge": 0, "species": ["N", "C", "H", "H", "H", "H", "H", "C", "C", "H", "N", "H", "H", "C", "H", "H", "H", "C", "H"], "xyz": [[-0.166, -0.835, 0.355], [2.263, 0.562, -0.222], [-2.568, 0.344, 1.238], [-3.001, 1.093, -0.302], [-1.554, -2.095, 1.177], [2.017, -0.019, -2.249], [-2.910, -0.668, -0.187], [-0.510, -1.811, 1.080], [-1.000, 0.383, -0.248], [3.760, 0.086, -1.699], [-0.288, 1.509, 0.154], [-0.494, 1.742, 1.124], [3.049, 0.756, 0.519], [-2.457, 0.266, 0.154], [-0.883, 0.215, -1.322], [0.931, 1.191, -0.004], [0.862, -0.532, 0.231], [2.707, 0.191, -1.429], [0.240, -2.378, 1.629]], "nbo_charge": [-0.448, -0.632, 0.208, 0.246, 0.190, 0.158, 0.205, 0.028, 0.137, 0.167, -0.895, 0.334, 0.167, -0.645, 0.189, 0.357, 0.458, -0.421, 0.197]}

=====

Most stable structure: *y*

=====

*w*
{"formula": "C5H12N2", "method": "ωB97M-V/def2-TZVPD", "charge": 0, "species": ["C", "C", "H", "H", "H", "N", "H", "H", "C", "H", "H", "H", "H", "H", "H", "C", "N", "H", "C"], "xyz": [[0.323, 0.020, -2.287], [-1.335, -1.127, 2.826], [-0.526, -1.873, 2.899], [-1.690, -0.907, 3.820], [1.153, -1.493, -0.979], [0.339, 1.483, -2.588], [-0.744, -0.121, -2.122], [0.248, 1.922, -1.671], [0.817, 0.169, 0.250], [2.221, -0.218, -1.219], [0.652, -0.503, -3.184], [1.226, 1.834, -2.939], [-0.352, 0.778, 2.461], [-2.052, -1.629, 2.168], [-0.745, -1.030, 0.310], [-0.374, -0.111, 0.827], [-0.934, 0.040, 2.077], [1.364, 0.989, 0.726], [1.139, -0.397, -1.109]], "nbo_charge": [-0.220, -0.400, 0.172, 0.213, 0.212, -0.830, 0.195, 0.347, -0.298, 0.211, 0.193, 0.345, 0.369, 0.203, 0.153, 0.023, -0.615, 0.185, -0.457]}

=====

*x*
{"formula": "C5H12N2", "method": "ωB97M-V/def2-TZVPD", "charge": 0, "species": ["C", "C", "H", "H", "H", "C", "H", "H", "H", "N", "N", "H", "H", "H", "H", "C", "C", "H", "H"], "xyz": [[0.179, -0.501, -0.457], [1.634, 1.120, -1.621], [-1.117, 1.913, 0.009], [0.367, 2.854, -0.222], [-2.158, -2.557, 0.659], [-0.912, -0.937, 0.482], [0.163, 1.794, 1.202], [1.173, 1.546, -2.508], [-1.179, -1.052, 2.518], [-1.359, -2.267, 0.102], [-0.448, -0.791, 1.863], [0.358, -1.379, 2.030], [2.207, 0.248, -1.927], [2.308, 1.867, -1.213], [-0.614, -2.953, 0.228], [0.568, 0.757, -0.629], [-0.039, 1.904, 0.125], [0.647, -1.299, -1.018], [-1.778, -0.268, 0.377]], "nbo_charge": [-0.228, -0.630, 0.217, 0.209, 0.356, 0.063, 0.245, 0.216, 0.352, -0.837, -0.845, 0.351, 0.213, 0.210, 0.349, 0.050, -0.664, 0.196, 0.179]}

=====

Most stable structure: *x*

=====

*w*
{"formula": "C5H12N2", "method": "ωB97M-V/def2-TZVPD", "charge": 0, "species": ["C", "C", "C", "H", "H", "N", "H", "H", "H", "H", "N", "H", "C", "H", "C", "H", "H", "H", "H"], "xyz": [[-1.030, -1.908, -0.394], [1.955, 1.682, 0.739], [-1.233, -0.596, -1.022], [1.118, 0.029, 1.570], [-0.213, -2.449, -0.922], [-1.074, 0.579, -0.423], [-1.437, -0.621, -2.044], [-0.597, -1.658, 0.623], [-2.302, 1.113, 1.091], [2.521, 2.132, -0.059], [-0.754, 1.678, -1.017], [-0.858, 1.603, -2.008], [1.668, 0.394, 0.697], [1.742, 2.254, 1.653], [-1.312, 0.785, 1.001], [-1.044, 0.050, 1.680], [-1.907, -2.618, -0.284], [1.636, -0.189, -0.174], [-0.763, 1.633, 1.438]], "nbo_charge": [-0.653, -0.350, -0.095, 0.172, 0.221, -0.033, 0.183, 0.210, 0.221, 0.196, -0.594, 0.309, -0.407, 0.189, -0.424, 0.208, 0.216, 0.196, 0.235]}

=====

*x*
{"formula": "C5H12N2", "method": "ωB97M-V/def2-TZVPD", "charge": 0, "species": ["C", "H", "C", "H", "H", "H", "N", "H", "H", "H", "N", "C", "H", "H", "H", "H", "C", "H", "C"], "xyz": [[0.381, 0.295, -0.315], [0.108, 1.241, 0.201], [-0.817, -0.637, -0.228], [1.621, 0.935, 3.185], [-2.974, -0.714, -0.465], [-2.095, -1.398, -2.535], [1.608, 0.971, 2.183], [-2.346, 0.933, -0.488], [0.944, 1.601, 1.770], [2.570, -0.866, 1.932], [1.588, -0.346, 0.245], [-2.138, -0.326, -2.355], [0.670, 0.600, -1.310], [-3.105, -0.001, -2.776], [-1.310, 0.188, -2.816], [-1.033, -0.888, 0.808], [2.050, -0.059, 1.405], [-0.570, -1.585, -0.721], [-2.136, -0.078, -0.841]], "nbo_charge": [-0.239, 0.135, -0.402, 0.392, 0.197, 0.205, -0.837, 0.198, 0.384, 0.175, -0.502, -0.606, 0.203, 0.205, 0.202, 0.201, 0.272, 0.208, -0.391]}

=====

*y*
{"formula": "C5H12N2", "method": "ωB97M-V/def2-TZVPD", "charge": 0, "species": ["H", "H", "N", "C", "C", "H", "H", "H", "C", "H", "H", "H", "H", "H", "H", "N", "H", "C", "C"], "xyz": [[-0.121, 0.007, 1.005], [-2.741, -1.256, -0.377], [1.833, 1.313, 0.665], [-1.061, 0.046, -0.314], [-1.724, -1.088, -0.707], [2.718, 1.191, 1.155], [-1.162, 2.043, 0.505], [2.205, -1.283, 1.688], [-1.800, 1.335, -0.029], [2.606, -1.360, -0.037], [-1.191, -1.943, -1.107], [1.027, -1.960, 0.551], [0.512, -0.462, -1.617], [-2.138, 1.803, -0.959], [-2.674, 1.124, 0.588], [0.263, 0.268, -0.950], [0.436, 1.233, -1.236], [1.795, -1.195, 0.682], [1.218, 0.186, 0.496]], "nbo_charge": [0.021, 0.210, -0.897, 0.133, -0.506, 0.348, 0.236, 0.238, -0.655, 0.211, 0.192, 0.217, 0.411, 0.220, 0.232, -0.671, 0.435, -0.690, 0.316]}

=====

Most stable structure: *x*

=====

*w*
{"formula": "C5H12N2", "method": "ωB97M-V/def2-TZVPD", "charge": 0, "species": ["H", "H", "C", "N", "C", "H", "H", "H", "C", "H", "H", "N", "C", "H", "H", "H", "H", "C", "H"], "xyz": [[-0.927, -1.303, 0.411], [0.501, 0.044, 2.256], [0.307, 0.401, -0.101], [1.562, -0.331, 0.086], [-2.154, -0.125, -0.907], [0.254, 1.059, -0.977], [-1.364, 0.295, -2.949], [-2.648, 0.428, -0.087], [-1.992, 0.737, -2.150], [-2.747, -1.044, -1.113], [-1.630, 1.745, -1.937], [1.479, 0.169, 2.418], [-0.778, -0.675, -0.455], [0.040, 1.060, 0.718], [-2.935, 0.875, -2.655], [2.114, 0.156, 3.191], [-0.408, -1.318, -1.255], [2.127, -0.298, 1.252], [3.058, -0.855, 1.358]], "nbo_charge": [0.187, 0.412, -0.273, -0.483, -0.400, 0.203, 0.208, 0.196, -0.624, 0.204, 0.204, -0.880, -0.382, 0.167, 0.211, 0.407, 0.208, 0.264, 0.171]}

=====

*x*
{"formula": "C5H12N2", "method": "ωB97M-V/def2-TZVPD", "charge": 0, "species": ["H", "H", "H", "H", "H", "N", "N", "H", "C", "H", "C", "H", "H", "H", "C", "C", "H", "H", "C"], "xyz": [[1.854, 2.039, 0.973], [-2.487, -1.449, 1.132], [-1.892, 0.870, 0.577], [0.995, -0.555, -1.895], [1.947, 0.934, -1.806], [1.306, -0.868, 0.571], [1.561, -1.971, -0.063], [1.295, -0.849, 1.604], [-2.266, 0.185, -0.168], [1.653, -2.742, 0.592], [0.908, 1.492, 0.909], [0.615, 1.208, 1.919], [0.187, 1.029, -1.784], [-2.967, -1.746, -0.606], [-2.588, -1.056, 0.131], [1.040, 0.437, -1.456], [-2.371, 0.571, -1.168], [0.166, 2.178, 0.510], [1.044, 0.294, 0.027]], "nbo_charge": [0.216, 0.188, 0.187, 0.260, 0.220, -0.194, -0.668, 0.369, -0.391, 0.314, -0.644, 0.208, 0.214, 0.195, -0.374, -0.668, 0.192, 0.219, 0.156]}

=====

Most stable structure: *w*

=====

*w*
{"formula": "C5H12N2", "method": "ωB97M-V/def2-TZVPD", "charge": 0, "species": ["H", "H", "H", "H", "C", "C", "H", "C", "C", "H", "H", "H", "H", "C", "N", "N", "H", "H", "H"], "xyz": [[-0.666, 0.767, 1.620], [1.453, 0.009, 0.900], [-0.600, -2.261, -0.470], [0.988, -2.746, 1.379], [-0.763, 0.490, -1.362], [0.345, -0.324, -0.564], [-1.264, 2.499, -0.866], [0.037, -1.612, 0.164], [-0.161, 1.439, 0.907], [0.170, 2.410, 1.218], [-1.829, -0.957, 0.758], [-2.209, 1.372, 0.089], [-0.361, 0.889, -2.384], [-1.193, 1.534, -0.356], [1.281, -2.040, 0.684], [0.963, 0.704, 0.305], [1.127, -0.609, -1.279], [-1.727, -0.038, -1.703], [-0.380, -1.147, 1.074]], "nbo_charge": [0.168, 0.385, 0.211, 0.324, -0.431, -0.087, 0.216, -0.306, -0.233, 0.212, 0.024, 0.203, 0.227, -0.425, -0.573, -0.637, 0.218, 0.215, 0.291]}

=====

*x*
{"formula": "C5H12N2", "method": "ωB97M-V/def2-TZVPD", "charge": 0, "species": ["H", "H", "H", "H", "H", "H", "H", "H", "N", "H", "C", "H", "C", "C", "N", "H", "H", "C", "C"], "xyz": [[2.170, 1.790, 0.397], [2.427, 1.165, -1.387], [1.884, -2.232, 0.801], [-3.749, 0.941, -1.054], [0.147, 2.007, -0.385], [0.202, 0.298, -1.349], [0.234, -1.007, 2.115], [0.696, -1.945, -0.631], [0.110, 0.359, 0.821], [-2.346, 1.666, -1.349], [-2.779, 0.955, -0.730], [2.371, 0.101, -0.023], [0.473, 0.909, -0.431], [-2.375, 0.275, 0.314], [0.446, -0.894, 1.219], [-2.877, -0.581, 0.852], [0.106, -2.848, 0.679], [0.821, -2.062, 0.492], [2.040, 1.103, -0.351]], "nbo_charge": [0.215, 0.214, 0.209, 0.190, 0.216, 0.183, 0.364, 0.215, -0.213, 0.200, -0.538, 0.191, -0.267, -0.097, -0.390, 0.171, 0.207, -0.456, -0.613]}

=====

*y*
{"formula": "C5H12N2", "method": "ωB97M-V/def2-TZVPD", "charge": 0, "species": ["H", "C", "H", "C", "H", "H", "N", "H", "C", "H", "H", "C", "H", "H", "H", "N", "C", "H", "H"], "xyz": [[-2.188, 0.253, 2.225], [-1.154, 0.199, 1.945], [-0.425, 0.895, 2.563], [1.511, -0.291, 0.632], [-1.465, 1.387, -1.235], [1.019, 0.329, -3.317], [0.228, -0.173, -1.429], [-1.901, -0.324, -1.476], [-0.965, 0.242, 0.444], [1.793, -1.324, 0.818], [1.897, 0.892, -1.932], [1.372, 0.032, -2.293], [-0.678, -0.735, 2.332], [2.297, 0.032, -0.067], [-2.886, 0.669, -0.236], [0.200, -0.092, -0.070], [-1.907, 0.566, -0.650], [1.631, 0.396, 1.570], [2.115, -0.787, -2.391]], "nbo_charge": [0.235, -0.658, 0.218, -0.448, 0.251, 0.210, -0.498, 0.262, 0.193, 0.223, 0.167, -0.437, 0.223, 0.225, 0.201, -0.083, -0.662, 0.213, 0.164]}

=====

Most stable structure: *y*